(1)
The following is a DFT calculation (the ωB97M-V functional and the def2-TZVPD basis) of a molecular structure, C10H14Cl3CrGeN7S3Se at a distorted geometry.

```
40
Properties=species:S:1:pos:R:3:forces:R:3:lowdin_charge:R:1
Cr 0.260299 0.826532 -0.242721 0.8 -0.1 0.3 0.35
N -1.896331 1.374827 2.520290 0.0 -0.1 0.0 0.13
C -0.705070 0.805553 2.788967 -0.1 0.1 0.0 -0.67
N 0.214541 0.581985 1.876747 -0.3 0.0 -0.2 -0.02
C 1.318854 -0.054168 2.425038 0.0 -0.1 0.0 -0.33
C 1.239339 -0.300508 3.746332 0.0 0.0 0.0 -0.31
S -0.265228 0.279794 4.368830 0.0 0.0 0.0 1.11
C 2.370754 -0.409562 1.483815 -0.1 0.0 0.0 -0.33
C 3.604008 -0.859627 1.765604 0.0 0.0 0.0 -0.32
S 4.444422 -1.223195 0.309879 0.1 0.0 0.0 1.12
C 3.080427 -0.690162 -0.609053 0.0 0.2 0.0 -0.66
N 2.053141 -0.285327 0.124634 0.1 0.0 0.0 -0.02
N 3.151410 -0.663979 -1.941761 -0.2 -0.2 -0.2 0.11
H -2.041463 1.787902 1.613986 0.0 0.0 0.0 0.06
H -2.512720 1.643713 3.265949 0.0 0.0 0.0 0.11
H 1.950009 -0.798620 4.382731 0.0 0.0 0.0 0.09
H 4.061539 -0.998968 2.729730 0.0 0.0 0.0 0.09
H 3.991021 -0.982855 -2.395114 0.0 0.0 0.0 0.11
H 2.328541 -0.617904 -2.536684 0.1 0.1 0.1 -0.03
Cl -2.639428 -0.168353 -3.195210 -0.7 0.1 -0.4 0.71
Ge 0.684183 1.614253 -2.677722 -0.6 0.1 -0.2 0.02
Cl 1.913899 3.370212 -3.015062 0.2 -0.1 0.0 0.05
Cl 1.136829 0.158158 -4.308502 0.1 -0.1 0.1 0.07
C -3.657362 -0.518010 -4.799940 0.3 0.0 0.3 -0.22
N -3.567458 -0.988995 -2.006136 -0.9 1.0 -1.5 -0.26
C -2.907002 -1.500391 -1.063287 1.2 -0.5 0.7 -0.83
S -1.110761 -1.469497 -0.929705 0.3 0.4 -1.3 0.78
N -3.542413 -2.153399 -0.079502 0.1 -0.2 0.5 -0.06
C -4.984988 -2.390258 -0.082239 0.1 0.0 0.0 -0.05
H -0.652990 2.090551 -3.326798 0.0 0.1 0.0 -0.13
H -3.397812 3.115742 -2.830210 0.1 0.1 0.2 -0.10
H -2.710151 -0.619582 -5.378546 -0.1 0.1 -0.2 -0.12
H -0.898635 -0.917091 -2.266621 -0.3 -1.1 1.9 -0.13
H -2.977077 -2.675353 0.569438 0.0 0.0 0.0 0.12
H -5.201000 -3.436631 -0.294759 0.0 0.0 0.0 0.09
H -5.436173 -1.776930 -0.853019 0.0 0.0 0.0 0.08
H -5.403198 -2.122347 0.886257 0.0 0.0 0.0 0.09
Se -3.162917 4.128554 -1.774171 0.0 -0.1 -0.1 0.97
C -1.974566 3.006869 -0.929621 0.8 -0.9 0.5 -0.64
N -1.224037 2.282384 -0.413251 -1.1 0.9 -0.7 -0.02
```
Forces are in eV/Å.

- multiplicity = 6
- orbital gap (spin up / spin down) (eV) = 7.18 / 7.95
- calculated total energy (eV) = -241375.323
- ⟨S²⟩ = 8.7864
- LUMO (spin up / spin down) (eV) = -2.90 / -3.16
- total charge = +1

---

(2)
The following is a DFT calculation (the ωB97M-V functional and the def2-TZVPD basis) of a single C10H14Cl3F3O2 molecule at a distorted geometry.

```
32
Properties=species:S:1:pos:R:3:forces:R:3:lowdin_charge:R:1
O -0.048916 3.176474 0.380840 -1.9 -0.9 0.9 0.08
F 1.362328 -2.665524 -4.375428 -0.3 0.0 1.6 0.08
F -0.147883 -3.071821 -2.831532 0.5 0.0 -0.1 0.12
F 1.930199 -3.661155 -2.514399 -0.5 1.0 0.0 0.13
Cl 2.543899 0.719738 0.031784 -0.6 0.1 0.0 0.65
Cl 0.355056 -0.059997 -3.257643 0.1 -0.8 0.2 0.70
Cl 3.032862 -0.951801 -2.684084 0.6 0.2 -0.1 0.71
O -2.080535 2.243468 0.962659 1.7 0.1 0.8 -0.05
C -0.711752 2.364978 1.024242 1.6 0.5 -1.1 -0.44
C -2.680334 3.206522 0.126636 -0.8 0.9 -0.7 -0.07
C -1.307866 -0.680377 1.111009 0.7 -0.2 -1.0 -0.04
C 0.921401 -0.937925 2.240975 0.0 -0.6 -0.9 -0.06
C 1.136379 -2.688775 -3.015919 -0.7 -0.7 -1.7 -0.68
C 0.038292 1.329106 1.869141 -0.1 0.5 -0.1 -0.09
C 0.983111 -1.338782 -0.890185 -0.9 0.9 0.0 -0.26
C 0.863646 0.054493 -0.185225 -0.1 -1.2 0.8 -0.56
C 1.339382 -1.300680 -2.387460 0.3 0.2 0.3 -1.05
C 0.131698 -0.072039 1.240484 -0.3 -0.2 -0.3 -0.54
H -2.311494 4.228999 0.312934 0.1 -0.6 -0.1 0.10
H -3.763922 3.230635 0.294246 0.3 -0.4 0.3 0.09
H -2.524300 2.923089 -0.916210 0.2 0.2 0.0 0.10
H -1.847762 -0.259425 0.245302 0.0 0.1 0.6 0.09
H -1.315839 -1.775192 0.926631 0.3 0.5 0.4 0.09
H -1.815654 -0.471925 2.049959 -0.3 0.0 -0.2 0.09
H 0.390538 -1.007594 3.202296 0.0 -0.1 -0.4 0.09
H 1.901190 -0.492901 2.451804 -0.1 -0.3 -0.2 0.07
H 1.011362 -1.955860 1.758464 0.2 0.9 1.0 0.10
H -0.436964 1.282983 2.849246 0.0 -0.3 0.1 0.13
H 1.089281 1.668501 2.000774 -0.9 0.2 -0.1 0.11
H -0.012310 -1.803493 -0.839343 0.2 0.1 0.0 0.11
H 1.677795 -1.990867 -0.366952 0.2 0.1 0.0 0.12
H 0.297111 0.757147 -0.815048 0.4 -0.2 0.3 0.07
```
Forces are in eV/Å.

- SMILES = COC(=O)CC(C)(C)[C@@H](Cl)CC(Cl)(Cl)C(F)(F)F
- energy above the lowest of the compared OMol25 structures with the same formula, charge and spin (kcal/mol) = 2.5
- orbital gap (eV) = 10.91
- calculated total energy (eV) = -60412.665
- LUMO (eV) = 0.50

---

(3)
The following is a DFT calculation (the ωB97M-V functional and the def2-TZVPD basis) of a gas-phase ion, C10H14ClF3N3O2S (charge +1) at a distorted geometry.

```
34
Properties=species:S:1:pos:R:3:forces:R:3:lowdin_charge:R:1
N 2.647006 -2.684691 1.187561 -2.2 1.9 0.8 0.08
C 1.652340 -1.997846 1.682649 1.0 -1.2 -0.4 -0.20
C 1.501008 -0.413009 1.473444 0.8 -0.3 0.0 -0.09
C 1.647045 -0.068981 -0.082505 -0.6 -3.2 0.2 -0.33
N 2.978569 0.446539 -0.557307 -1.3 1.1 -2.4 0.06
C 2.894714 0.721978 -1.865886 0.5 0.1 0.8 -0.76
Cl 4.343991 1.313877 -2.778850 -2.6 -1.2 1.4 0.70
S 1.198180 0.429238 -2.569456 1.6 1.1 0.9 1.06
C 0.389024 0.572060 -0.875050 1.5 -0.8 2.9 -0.51
C -0.777988 -0.460184 -0.537978 -1.1 -0.6 -1.2 -0.16
C -1.947062 -0.499941 -1.669310 -0.2 0.0 1.3 -0.07
C -2.899768 -1.728955 -1.234350 -0.8 -2.0 -0.9 -0.42
N -3.524491 -1.701903 0.111386 1.7 1.2 -1.1 0.10
O -3.108305 -2.718031 -1.947204 1.1 3.0 1.7 0.07
C 0.136684 2.037304 -0.285165 1.2 0.9 -1.1 -0.11
O -1.266502 2.365640 -0.094362 0.8 0.0 2.5 0.01
C -1.547845 2.685532 1.236813 -2.6 1.0 0.4 -0.50
F -1.462874 1.577485 2.113951 0.5 2.2 -1.7 0.09
F -2.897365 3.087289 1.277599 3.1 -1.0 -0.2 0.12
F -0.812654 3.756127 1.744302 -1.0 -2.6 -1.0 0.13
H 2.544145 -3.686114 1.409232 0.1 0.5 0.0 0.07
H 0.863500 -2.561727 2.272222 0.7 1.1 -0.5 0.13
H 0.505392 -0.060937 1.883405 1.3 -0.3 -0.5 0.11
H 2.351006 0.086844 2.054129 -1.3 -0.6 -0.6 0.13
H 1.662258 -1.125053 -0.547436 0.1 1.4 0.6 0.13
H 3.831251 0.529542 0.025196 -0.7 -0.1 -0.6 0.19
H -1.281806 -0.229106 0.460516 1.0 0.1 -1.4 0.11
H -0.420993 -1.548478 -0.452209 0.0 1.7 -0.2 0.14
H -2.505059 0.502294 -1.596645 0.7 -1.5 -0.4 0.13
H -1.530562 -0.680924 -2.712802 -0.7 0.2 1.4 0.12
H -2.923819 -2.229508 0.770397 -0.7 0.1 -0.5 0.10
H -3.523390 -0.719486 0.427993 -0.1 -0.6 0.1 0.07
H 0.730791 2.173799 0.682794 -1.0 -0.4 -1.2 0.15
H 0.553582 2.829341 -1.007081 -0.6 -1.2 1.0 0.16
```
Forces are in eV/Å.

- orbital gap (eV) = 7.66
- calculated total energy (eV) = -50662.621
- LUMO (eV) = -5.18
- total charge = +1

---

(4)
The following is a DFT calculation (the ωB97M-V functional and the def2-TZVPD basis) of a molecular structure, C10H14F10N2O14S4Zr at a distorted geometry.

```
55
Properties=species:S:1:pos:R:3:forces:R:3:lowdin_charge:R:1
Zr -0.671917 0.259836 0.240530 0.3 -0.3 0.1 1.77
N -1.504757 -2.566874 -2.072370 -0.7 -2.9 -3.1 -0.30
S -2.691587 -3.587944 -2.438770 -6.4 -0.5 3.3 0.43
O -2.637467 -4.735954 -1.550350 0.3 0.4 -1.7 -0.29
O -3.289787 -3.702884 -3.762150 1.7 0.2 1.8 -0.26
F -3.821167 -2.729934 -1.664320 -0.3 0.5 0.0 -0.25
S -0.515167 -3.539454 -3.110290 7.1 2.3 0.8 0.52
O -0.643577 -3.546254 -4.526340 -1.2 0.3 0.3 -0.23
O 0.242153 -4.626814 -2.545930 -1.8 0.2 0.3 -0.26
F 0.528703 -2.337884 -2.834000 1.4 0.4 -0.7 -0.28
N 2.517983 1.986646 1.087620 4.5 1.7 -1.1 -0.31
S 3.948503 2.602106 0.261910 2.0 -0.8 -5.2 0.56
O 5.315063 2.107856 0.616130 -4.0 1.2 0.3 -0.28
O 3.799283 3.941216 -0.256520 -0.1 -1.2 1.3 -0.28
F 3.663763 1.741826 -1.065930 -0.2 -0.2 0.3 -0.23
S 3.294633 2.358856 2.456040 -2.8 -0.6 7.5 0.48
O 3.743783 3.759986 2.698260 -0.1 -3.6 -1.5 -0.28
O 3.788133 1.205066 3.234290 0.6 2.4 -2.4 -0.30
F 1.877643 2.429136 3.225650 -1.2 0.4 0.5 -0.28
O -2.811207 -0.342874 2.952070 -4.4 2.9 1.2 -0.08
C -3.900507 0.470386 3.468390 4.6 -4.9 -0.8 -0.15
C -4.518167 1.544286 2.425630 3.3 3.2 -4.7 -0.17
O -3.505487 1.964346 1.508510 -3.1 -1.3 3.5 -0.08
H -4.762957 -0.079094 3.845680 0.1 -0.4 -0.2 0.12
H -3.383117 1.022216 4.253180 -0.1 1.2 -0.2 0.15
H -5.037247 2.333246 2.969870 0.5 0.2 0.2 0.12
H -5.252627 1.006896 1.825720 0.1 -1.2 0.2 0.15
C -0.802757 7.578996 -2.803820 0.9 -1.2 -0.5 -0.05
C -0.966347 6.039896 -2.660690 -0.2 0.6 0.9 -0.21
O -1.085827 5.390126 -3.929630 0.1 -2.0 -1.9 -0.01
C -0.983147 4.001816 -4.106690 0.7 2.8 3.4 -0.31
O -0.711937 3.228036 -3.213830 -0.4 0.8 -1.2 0.13
C -1.232557 3.577186 -5.540220 -0.1 -0.7 0.3 -0.58
F -1.824467 2.376546 -5.419470 -0.4 0.3 -0.6 0.16
F -1.977167 4.435276 -6.214750 -0.3 -0.2 0.0 0.20
F -0.098737 3.392066 -6.189260 0.5 0.1 -0.2 0.20
H -0.847637 8.127796 -1.863120 -0.8 -0.4 0.2 0.08
H -1.532997 7.911186 -3.541720 0.2 0.4 0.1 0.08
H 0.232323 7.796056 -3.067640 -0.1 0.0 -0.8 0.07
H -1.926497 5.897746 -2.164700 0.2 -0.4 0.4 0.12
H -0.124467 5.610776 -2.117380 -0.2 -0.1 0.2 0.12
C 0.907563 -6.709424 4.338640 0.4 -0.2 -0.9 -0.06
C 0.957393 -5.590364 3.309490 -1.2 0.3 0.3 -0.22
O 2.274173 -5.403624 2.822490 1.3 1.3 0.1 0.02
C 2.677173 -4.248334 2.226650 -5.3 -0.3 -1.2 -0.32
O 1.916283 -3.356054 1.827010 2.3 -1.9 1.5 0.12
C 4.112513 -4.380894 1.902070 2.1 2.1 -2.1 -0.56
F 4.425763 -4.145804 0.591250 -1.0 0.0 0.5 0.15
F 4.719763 -3.366554 2.556550 0.4 -0.8 0.6 0.16
F 4.593283 -5.561614 2.139760 0.7 -0.7 1.1 0.22
H -0.132517 -6.857734 4.629050 0.1 0.0 0.1 0.08
H 1.534403 -6.555274 5.216950 -0.1 0.2 -0.1 0.08
H 1.258923 -7.604644 3.825590 -0.1 -0.2 0.3 0.08
H 0.534933 -4.688744 3.753010 0.4 0.4 -0.2 0.12
H 0.329643 -5.832394 2.451910 -0.1 -0.1 0.0 0.13
```
Forces are in eV/Å.

- energy above the lowest of the compared OMol25 structures with the same formula, charge and spin (kcal/mol) = 529.4
- orbital gap (eV) = 3.20
- calculated total energy (eV) = -114015.771
- LUMO (eV) = -6.87